C9H10N2O in the gas phase in a non-equilibrium geometry. Source: the OMol25 dataset; level of theory: ωB97M-V with the def2-TZVPD basis set.

The geometry in XYZ format:
```
22
Properties=species:S:1:pos:R:3:forces:R:3
C 1.87587 -0.48897 0.39901 -2.33 -0.29 0.54
C 0.71427 -1.22382 -0.34350 1.80 -1.36 -1.98
C -0.57686 -0.57058 -0.08466 -1.58 -0.13 -1.24
C -1.79621 -1.23790 -0.13466 2.31 3.30 1.58
C -2.91606 -0.44014 0.06980 -3.27 -6.70 -0.70
C -3.03363 0.84459 0.02683 -0.74 6.82 -1.79
C -1.78933 1.49618 0.01589 -1.66 2.64 0.49
C -0.65338 0.82598 0.02313 3.65 -2.56 -0.29
C 1.84677 0.97265 0.07625 0.86 4.45 -2.87
H 3.66288 -1.49877 0.67959 -1.30 0.09 -1.06
H 3.77098 -0.09312 -0.03133 -1.43 -1.67 -0.74
H 1.43228 -0.53441 1.47277 1.72 -0.11 -0.84
H 0.64257 -2.30702 -0.09056 0.32 0.74 0.61
H 1.07530 -1.40217 -1.46851 -1.11 1.19 1.91
H -1.68906 -2.26153 -0.11842 -0.84 -2.25 -0.19
H -3.84182 -1.02405 0.10251 -0.01 0.15 -0.09
H -3.99890 1.52265 -0.33879 2.35 -2.26 1.80
H -1.61391 2.57330 0.06533 -0.83 0.03 -0.26
H 0.39416 2.54964 0.09189 1.55 -2.54 -0.83
N 3.11933 -0.97409 -0.06269 4.44 0.81 2.33
N 0.58800 1.48664 -0.07161 -1.78 3.34 1.41
O 2.78674 1.78492 -0.27827 -2.13 -3.70 2.19
```
Forces are in eV/Å.

## Properties
HOMO energy (eV): -8.650
Frontier orbital gap (eV): 9.351
E_LUMO (eV): 0.70
Structure (SMILES): N[C@@H]1Cc2ccccc2NC1=O



A molecular structure, C20H27BrNO2PV in a non-equilibrium geometry. Source: the OMol25 dataset; level of theory: ωB97M-V with the def2-TZVPD basis set.

The geometry in XYZ format:
```
53
Properties=species:S:1:pos:R:3:forces:R:3
C 2.51368 -0.97709 -3.56145 -0.60 -0.48 0.32
C 2.96482 -0.03489 -2.64547 -0.50 -0.04 0.13
C 2.10785 0.37492 -1.62373 0.93 -0.24 -0.96
C 0.87762 -0.22579 -1.39489 -1.21 0.78 1.58
C 0.40255 -1.08348 -2.35225 0.52 -0.26 -1.04
C 1.21833 -1.49068 -3.42853 -0.08 0.19 0.26
C 2.45447 1.58185 -0.82401 -1.07 0.53 0.76
C 1.11248 2.26247 -0.37677 0.09 0.04 0.22
N 0.76312 3.50412 -0.88385 2.00 1.80 -0.22
V 0.09573 0.79038 0.71686 1.87 -2.38 2.85
C -1.03884 -1.56410 -2.29907 0.77 -1.24 -0.45
P -2.19798 -0.40372 -1.62130 -0.18 1.33 1.06
H 3.95711 0.39733 -2.71094 -0.03 0.04 -0.21
H 0.82900 -2.24573 -4.10343 0.14 0.14 -0.31
H 3.14774 -1.31038 -4.36505 0.10 -0.10 -0.16
H -1.06998 -2.50234 -1.72650 -0.35 0.30 0.26
H -1.38894 -1.85499 -3.31026 -0.05 0.33 0.34
H 3.00564 1.28977 0.08322 -0.24 0.07 0.08
H 3.11168 2.31151 -1.31352 -0.34 -0.17 -0.24
H 0.13056 1.71484 -0.60888 0.24 0.41 -2.31
C -3.49009 -1.22582 -0.68580 -0.75 -0.05 -0.06
C -2.64037 0.98064 -2.72341 -0.39 0.10 -0.64
H 1.17041 2.28676 0.89506 0.02 0.53 -0.18
C 0.58297 3.59325 -2.30400 -0.30 -0.02 -0.01
C 0.10180 4.46846 -0.05437 -0.70 -0.22 0.63
H -1.96517 0.43289 -0.54571 1.43 -0.01 0.40
H 0.42664 4.65597 -2.56447 0.57 -0.50 -0.27
H 1.36781 3.04856 -2.87587 -0.14 0.80 0.43
H -0.33571 3.08617 -2.61622 -0.56 -0.22 -0.07
H 0.06941 5.42434 -0.60876 0.33 -0.18 0.71
H -0.96884 4.21821 0.13900 0.08 -0.11 -0.17
H 0.54054 4.49010 0.98226 -0.10 0.36 -1.24
H -3.37442 0.67133 -3.47874 0.24 0.13 0.05
H -3.07213 1.82399 -2.13885 0.28 -0.77 -0.18
H -1.73487 1.38017 -3.23605 -0.47 -0.55 0.44
H -4.24583 -1.66661 -1.33226 -0.09 -0.32 0.26
H -2.99289 -1.95007 -0.01741 -0.08 0.12 -0.47
H -3.94506 -0.48795 -0.00105 0.08 -0.22 -0.52
H 1.15277 2.14723 2.09123 -0.94 -0.16 -0.14
Br 1.28270 -3.88967 1.79690 0.21 -0.25 -0.02
C 0.60574 -3.41077 3.48490 -0.73 0.09 1.29
C 0.62618 -4.29317 4.58949 0.27 0.23 -0.39
C 0.06758 -3.89875 5.81526 -0.24 -0.10 -0.32
C -0.59905 -2.66863 5.91878 0.68 -0.40 -0.55
C -0.59661 -1.79928 4.82394 -0.08 -0.44 0.44
C 0.00191 -2.15333 3.62198 0.11 -0.31 -0.44
C -0.02457 -1.17454 2.46813 0.80 1.09 -0.66
O 0.88503 -0.26648 2.43462 -1.66 -1.59 -0.23
O -0.92761 -1.23862 1.57130 0.45 0.57 0.42
H 1.09151 -5.28447 4.48181 -0.22 0.59 0.06
H 0.11037 -4.58565 6.67789 -0.05 0.43 -0.59
H -1.08513 -2.40926 6.84707 -0.01 0.17 0.02
H -1.08167 -0.83901 4.89318 -0.05 0.16 0.04
```
Forces are in eV/Å.

## Properties
Expectation value of S²: 3.772
HOMO energy (alpha / beta) (eV): -6.159 / -6.503
2S+1: 4
Frontier orbital gap (alpha / beta) (eV): 6.088 / 6.250
E_LUMO (alpha / beta) (eV): -0.07 / -0.25



2 unconnected molecules or ions with the total composition C2H9NO2 in a non-equilibrium geometry. Source: the OMol25 dataset; level of theory: ωB97M-V with the def2-TZVPD basis set.

The geometry in XYZ format:
```
14
Properties=species:S:1:pos:R:3:forces:R:3
C 2.43248 0.39825 -1.42114 -0.18 0.05 0.45
O 1.22996 -0.11850 -0.84610 0.45 0.28 0.48
H 2.91308 1.09474 -0.72932 -0.05 0.21 -0.19
H 2.15601 0.91088 -2.33859 0.21 0.02 -0.11
H 3.17320 -0.38045 -1.61372 -0.18 -0.18 -0.19
H 1.29636 0.02408 0.11396 -0.35 -0.40 -0.44
N -1.83448 -0.43115 -0.27569 -0.24 0.42 0.55
C -1.49453 0.35367 0.91680 -0.38 -0.73 -0.93
O -0.49140 -0.33863 1.61789 0.81 0.37 0.25
H -1.26692 -0.13911 -1.05151 0.49 -0.10 -0.22
H -2.78150 -0.22376 -0.53672 -0.47 -0.06 -0.10
H -2.41156 0.48487 1.49135 0.11 0.01 0.23
H -1.10962 1.33190 0.62483 0.18 0.08 0.27
H -0.76380 -0.70376 2.45979 -0.39 0.03 -0.06
```
Forces are in eV/Å.

## Properties
HOMO energy (eV): -9.550
Frontier orbital gap (eV): 10.413
E_LUMO (eV): 0.86
Structure (SMILES): NCO.CO



In order of appearance, ΔE to the lowest compared entry with this formula, charge and spin = 69.2 40.0 13.5 kcal per mole.